1.
Formula: C17H22LiNOS
Source: OMol25
Level of theory: ωB97M-V/def2-TZVPD

ORCA input file:
```
! wB97M-V def2-TZVPD RIJCOSX def2/J DEFGRID3
* xyz 0 1
H -4.7559 0.1612 -1.6903
H 3.1317 0.1555 2.7595
C -1.5368 1.1928 -1.6807
C 1.0408 -1.9110 2.5044
C -2.8999 1.2578 -1.8380
H 4.9178 0.9921 0.7229
C -1.7245 -1.2108 -1.2661
H 1.9054 -2.6183 2.5905
H 3.1293 -1.1326 1.4965
H 0.1003 -0.2002 -1.1084
C -0.9402 -0.0398 -1.3773
H 1.1009 3.1547 -3.1219
C -3.0788 -1.0847 -1.3651
H -1.1909 -2.1224 -1.0895
H 4.1281 2.0745 1.8328
H -2.2669 -2.0194 3.0411
H -3.6303 -3.2492 -1.1960
H -0.1950 2.2219 -3.8986
C -1.3044 -1.5916 2.7965
C -1.1296 -0.3121 2.2808
H 0.9269 1.3706 -2.8274
H 4.0419 2.4321 0.2278
C 0.4203 2.2908 -3.0332
N 2.7837 0.8059 0.7353
H -2.0013 0.3371 2.1513
H -0.2986 -3.3927 3.2795
H 3.6545 -0.4207 -0.6766
Li 1.0320 1.8865 1.0496
C 2.6323 -0.2023 1.7714
O 0.3464 2.7772 -0.5199
C -0.2008 -2.4133 2.8927
H 2.8399 1.0230 -1.2942
C -3.6516 0.1341 -1.6405
H -3.4354 2.1936 -2.0201
H -4.9654 -2.1539 -1.5286
C 1.2078 -0.5692 2.0453
C 2.7450 0.2388 -0.5368
C -4.0057 -2.2326 -0.9948
H -4.2400 -2.0838 0.0630
C 0.1547 0.2887 1.9300
C 3.9954 1.5606 0.8998
S -0.6240 2.7039 -1.6279
H 1.8408 -0.2930 -0.7387
*
```

The calculation puts the HOMO energy at -6.9 eV. As for the LUMO energy: 0.0155 hartree. As for the energy: -32562.0221 eV.


2.
Formula: C12H23F3NO2P2Ru
Source: OMol25
Level of theory: ωB97M-V/def2-TZVPD

ORCA input file:
```
! wB97M-V def2-TZVPD RIJCOSX def2/J DEFGRID3
* xyz 3 5
H 3.5218 1.1305 -0.0864
P 2.1888 -0.8295 -0.6796
C 1.2649 -0.0569 -2.0284
C 3.7324 0.1289 -0.4603
C -0.9885 0.0527 -3.1188
H -1.9908 -1.8240 3.6136
H -1.5529 2.3944 1.3694
C -2.0592 -0.7371 3.6690
C 0.3303 -2.8345 0.9465
C -2.6329 -0.4766 0.7991
H -3.5554 0.0843 0.9497
H -3.0135 0.1672 -3.8484
H 1.7389 -3.0881 -1.4723
H 1.3902 2.6805 -2.3776
F 1.5393 -3.4603 1.1700
H 1.7513 0.0047 -2.9907
H -2.8119 1.9942 2.5457
C -2.9501 -0.1253 -1.7145
C -2.3811 0.0407 -2.9817
C -2.0997 -0.2823 -0.6176
C 2.6354 -2.5014 -1.2742
F -0.5257 -3.1918 1.9683
N -0.7501 -0.2945 -0.7525
H 1.8152 4.2359 -2.6987
C -0.2017 -0.1115 -1.9772
H 3.2227 -3.0268 -0.5216
H 4.3818 -0.3646 0.2622
H -4.0230 -0.1303 -1.5887
Ru 0.5566 -0.6163 0.9681
C -1.7589 1.8609 2.2980
H -2.8626 -1.5337 0.9345
H -1.4982 -0.3969 4.5395
H 3.2209 -2.4453 -2.1910
H -0.5349 0.1948 -4.0881
O 1.4550 3.7281 1.6736
P -1.3523 0.0315 2.1042
H 1.4494 3.8238 0.6415
O 1.4109 3.6335 -2.0071
H 4.2745 0.2163 -1.4012
H 1.4661 0.2051 1.8619
F -0.2298 -3.2532 -0.2446
H 0.6897 3.1303 1.9157
H -3.1050 -0.4570 3.7954
H -1.1579 2.2995 3.0953
*
```

The energy above the lowest of the compared OMol25 structures with the same formula, charge and spin is 43.3 kcal per mole. The calculation puts the HOMO energy (spin up / spin down) at -19.2 / -19.2 eV. As for the LUMO energy (spin up / spin down): -0.5098 / -0.5754 hartree. As for the energy: -47679.2280 eV.


3.
Formula: C9H11BN2O2
Source: OMol25
Level of theory: ωB97M-V/def2-TZVPD

ORCA input file:
```
! wB97M-V def2-TZVPD RIJCOSX def2/J DEFGRID3
* xyz 0 3
C -0.7257 -1.5721 0.1920
C -2.0070 -1.8668 -0.4641
C 0.1631 1.0258 -0.4055
H -3.1196 1.9842 -0.0350
H 1.9908 2.1326 -0.3221
H -4.2004 -0.2413 0.7864
H 3.5102 -1.6176 -0.2459
C -0.9693 -0.5259 1.2996
H -2.2339 -2.6576 -1.2430
N -3.2378 -0.5605 0.8836
C -2.1210 1.4918 0.2098
B 1.8447 -1.1719 0.4676
C -0.8932 1.8932 -0.3613
H -0.8631 -0.7156 2.3862
H 2.9258 -2.3087 1.8578
O 2.7090 -1.1929 -0.5634
C -2.1793 0.3203 0.9183
C 0.1606 -0.3098 0.2637
N -3.1440 -1.4862 -0.0943
H 2.0100 0.6729 -1.7425
O 2.1225 -1.8194 1.6142
H -0.1189 -2.4133 0.4075
C 1.4098 1.4847 -1.1176
H 1.1558 2.1341 -1.9452
H -0.8269 2.8064 -1.0039
*
```

The energy above the lowest of the compared OMol25 structures with the same formula, charge and spin is 8.2 kcal per mole. The calculation puts the HOMO energy (spin up / spin down) at -5.2 / -8.4 eV. As for the LUMO energy (spin up / spin down): 0.0012 / -0.0476 hartree. As for the energy: -17258.2112 eV.


4.
Formula: C2H6OS2
Source: OMol25
Level of theory: ωB97M-V/def2-TZVPD

ORCA input file:
```
! wB97M-V def2-TZVPD RIJCOSX def2/J DEFGRID3
* xyz 0 1
S -1.8512 -0.5389 -0.5970
H -0.1487 0.6019 1.1125
H 1.7245 -0.9720 -2.1312
H 2.2405 -1.1212 0.0545
C 1.8760 -0.0170 -1.6510
C 2.2251 -0.1234 -0.3699
H 2.6749 1.6689 -0.0221
O 2.6417 0.8532 0.4713
H 1.7291 0.9116 -2.1849
S -1.3319 0.0642 1.3643
H -2.8785 0.3464 -0.7001
*
```

The energy above the lowest of the compared OMol25 structures with the same formula, charge and spin is 13.2 kcal per mole. The calculation puts the HOMO energy at -9.1 eV. As for the LUMO energy: 0.0102 hartree. The SMILES is C=CO.SS. As for the energy: -25888.1256 eV.


5.
Formula: C7H9N2OP
Source: OMol25
Level of theory: ωB97M-V/def2-TZVPD

ORCA input file:
```
! wB97M-V def2-TZVPD RIJCOSX def2/J DEFGRID3
* xyz 0 1
C -0.1517 1.8347 -2.1092
C 0.1945 -1.1000 1.9730
H -0.1211 -2.1481 -1.2564
C -0.2756 -1.8768 1.0039
H -2.7243 2.5398 -0.3997
C -1.8960 2.1623 -0.9557
P 1.4989 -0.5345 -0.1980
H 2.2965 -0.0553 1.9922
C -1.1977 1.1532 -0.3781
C 1.3216 -0.1067 1.6364
H -1.2592 -2.3911 1.1985
H 0.6232 1.9981 -2.8800
H 0.8857 0.9263 1.6943
C 0.4456 -2.0399 -0.2808
N 0.0133 0.9231 -1.0621
O 2.7507 -0.6335 -0.9350
H 0.9581 -3.0128 -0.2847
H -1.6256 0.5646 0.5275
H -0.4369 -0.7241 2.8156
N -1.3000 2.5206 -2.1017
*
```

The energy above the lowest of the compared OMol25 structures with the same formula, charge and spin is 38.4 kcal per mole. The calculation puts the HOMO energy at -8.2 eV. As for the LUMO energy: -0.0011 hartree. As for the energy: -21719.2089 eV.


6.
Formula: C25H25F2N5O4S
Source: OMol25
Level of theory: ωB97M-V/def2-TZVPD

ORCA input file:
```
! wB97M-V def2-TZVPD RIJCOSX def2/J DEFGRID3
* xyz 0 1
F 3.5846 5.8090 -1.2599
C 1.3174 3.1215 -2.0648
C -0.8021 -0.4359 2.0724
H -0.8775 -2.3323 3.0486
C 2.4324 2.6236 0.0001
C 0.4679 1.2393 3.1717
C 0.2984 -0.9243 4.1492
H 0.6099 2.8514 -2.8351
C 2.0049 4.3158 -2.1649
H 1.8555 -2.4733 0.6901
C -4.1459 0.2804 -1.0851
H 4.9760 -2.2193 -1.7004
H 4.1834 -3.5961 0.7642
H 0.5435 -1.6188 4.9377
N -5.1572 1.1256 0.8277
H 0.2050 2.6043 0.9768
H 5.0682 -4.3066 -0.5863
C 2.0447 -3.3111 -1.3105
H -7.4514 0.9571 0.9117
N -0.6116 1.2344 -0.3227
H 3.1183 -5.1655 -1.5722
C 0.7839 0.3701 4.1971
O -1.5118 -0.0596 -1.9246
C 3.1348 3.8130 -0.0905
H -8.6291 0.2703 -0.1817
C -6.6862 0.1496 -0.7971
C -0.3204 0.8657 2.0906
N 0.7230 -1.3629 -0.5956
H 2.6163 1.9613 0.8298
H 3.8460 4.0977 0.6682
F 0.9457 2.5025 3.2258
C -5.3378 0.5312 -0.3307
C -0.4962 -1.3233 3.0887
C 1.3470 -0.2216 -0.2488
H -1.5254 2.3878 1.1593
H -1.4119 -0.7662 1.2449
H 0.0321 -1.3354 -1.3352
C 2.9080 4.6445 -1.1701
C 4.1770 -3.7449 -0.3144
C -1.6779 0.6239 -0.9030
O -6.8752 -0.4216 -1.8596
H 4.0480 -1.5569 -0.3338
N -4.1484 -0.3246 -2.2724
H 1.4083 0.7114 5.0073
N -7.6753 0.4874 0.0514
O 2.2514 -0.1736 0.5596
H 2.4031 -4.9964 0.0398
C -3.0285 0.7702 -0.3887
C 4.1188 -2.3879 -1.0456
C 0.7025 0.9975 -0.9398
C 2.8992 -4.4634 -0.7682
S -3.6023 1.4464 1.1124
H 0.4883 0.7017 -1.9741
H 1.3715 -3.6129 -2.1194
H 1.8527 4.9851 -2.9968
H -5.0417 -0.6165 -2.6446
C -0.5896 1.8525 0.9787
O 2.9664 -2.4094 -1.8729
H 0.3873 -3.2988 0.0959
H -3.2599 -0.4889 -2.7224
C 1.5208 2.2637 -0.9868
C 1.2210 -2.6484 -0.1812
*
```

The energy above the lowest of the compared OMol25 structures with the same formula, charge and spin is 0.0 kcal per mole. The calculation puts the HOMO energy at -8.4 eV. As for the LUMO energy: -0.0106 hartree. As for the energy: -58243.5363 eV.


> Among the records above, which one has the lowest energy?

C25H25F2N5O4S


> The lowest energy belongs to which entry?

C25H25F2N5O4S